1.
Entry from OMol25: a cluster of 3 separate species, C48H50BF3N2O3 in total at a distorted geometry (ωB97M-V/def2-TZVPD).

E_tot, eV: -68538.077
HOMO energy, eV: -5.33
Frontier orbital gap, eV: 4.16

```
107
Properties=species:S:1:pos:R:3:mulliken_charge:R:1
C 1.86179 2.88361 4.39546 -1.096
N 1.62396 2.18101 3.16318 0.428
C 2.46560 2.30682 2.08637 0.148
O 3.45219 3.03542 2.03858 -0.697
C 1.99590 1.35123 1.01960 -0.118
C 3.06135 0.30571 0.67030 0.046
C 3.49015 -0.43978 1.90713 -0.040
C 4.54298 0.05655 2.67677 -0.335
C 4.91411 -0.57844 3.86315 -0.778
C 4.24412 -1.74037 4.26472 -0.498
C 3.21472 -2.26249 3.47809 -1.096
C 2.84155 -1.61625 2.29377 0.397
N 0.80304 0.77111 1.62632 0.634
C 0.04893 -0.15205 1.01101 -1.494
C -0.90402 -0.86074 1.73169 0.549
C -1.88835 -1.60288 1.10322 0.103
C -3.07129 -2.04540 1.78724 0.180
C -4.28528 -2.31554 1.09171 -0.244
C -5.44738 -2.60941 1.79311 -0.687
C -5.42402 -2.71002 3.19272 -0.390
C -4.21131 -2.51611 3.88169 -0.752
C -3.03476 -2.25275 3.19612 -0.393
C 0.54871 1.22200 3.01111 -0.538
C -0.81205 1.81153 3.23833 -0.960
C -1.23461 2.86609 2.51981 -0.052
C -2.51536 3.52525 2.69020 0.891
C -2.83654 4.66123 1.91029 -0.421
C -4.08088 5.27983 2.02224 -0.571
C -5.03255 4.78231 2.92998 -0.415
C -4.71897 3.67477 3.73337 -0.678
C -3.47318 3.05428 3.62101 -0.454
H 2.73263 3.53011 4.24718 0.384
H 0.98472 3.48711 4.66823 0.284
H 2.06685 2.16600 5.20598 0.358
H 1.68594 1.92018 0.13090 0.515
H 2.67788 -0.38050 -0.09933 -0.855
H 3.90895 0.86442 0.24543 0.782
H 5.04992 0.96758 2.35589 0.431
H 5.71635 -0.15912 4.46968 0.407
H 4.52484 -2.23382 5.20327 0.375
H 2.69024 -3.17086 3.78090 0.442
H 2.04034 -2.02147 1.67615 0.658
H 0.25787 -0.34626 -0.04755 0.330
H -0.86562 -0.77266 2.82445 0.060
H -1.73785 -1.84861 0.05164 0.642
H -4.29880 -2.31406 -0.00512 0.495
H -6.37166 -2.77179 1.23543 0.380
H -6.34858 -2.88460 3.74194 0.376
H -4.19167 -2.58499 4.96870 0.386
H -2.05808 -2.27119 3.70568 0.444
H 0.67270 0.38375 3.72349 0.590
H -1.41825 1.34355 4.01673 0.294
H -0.57199 3.28000 1.75310 0.204
H -2.08357 5.04411 1.21727 0.369
H -4.31926 6.15277 1.40890 0.365
H -6.00956 5.25827 3.01523 0.364
H -5.44389 3.29065 4.45369 0.372
H -3.22290 2.20141 4.25198 0.238
C -4.24021 -5.71289 -4.22195 -1.559
C -3.05804 -6.46133 -4.83610 2.392
C -3.44172 -7.24562 -6.07190 -2.123
C -1.99090 -5.41405 -5.29218 -1.308
O -1.24194 -4.92915 -4.15395 -0.394
B -0.80744 -6.01085 -3.39716 1.459
C 0.64557 -6.45264 -3.43723 0.145
C 1.55328 -5.72237 -4.21433 -0.302
C 2.74661 -6.32116 -4.58319 -1.023
C 3.04252 -7.59808 -4.12375 0.386
C 4.24703 -8.29437 -4.69124 0.765
F 4.39597 -9.55669 -4.20874 -0.285
F 4.14093 -8.37872 -6.05259 -0.255
F 5.39831 -7.61734 -4.41247 -0.257
C 2.22912 -8.23831 -3.19751 -0.601
C 1.02314 -7.65322 -2.82998 -0.682
C -0.84824 -3.91836 -0.50337 -0.899
C -2.27247 -3.97403 -1.00185 -0.675
C 0.23489 -3.31461 -1.19358 1.862
C 1.57019 -3.66484 -0.82079 -1.251
C 2.60660 -2.84727 -1.23212 -0.482
C 2.36708 -1.81796 -2.15312 -0.534
C 1.10399 -1.68979 -2.74388 -0.934
C 0.05215 -2.49488 -2.34294 -0.078
O -1.74818 -6.82021 -2.76884 -0.566
C -2.53048 -7.49183 -3.76933 -1.231
H -3.89872 -5.17290 -3.32543 0.196
H -4.65281 -4.98971 -4.93842 0.389
H -5.03274 -6.41717 -3.93310 0.435
H -2.53820 -7.74765 -6.44854 0.453
H -4.19742 -8.00718 -5.83875 0.400
H -3.82180 -6.57304 -6.85279 0.389
H -1.26298 -5.84526 -6.00925 0.336
H -2.46902 -4.53120 -5.74649 0.387
H 1.32249 -4.69280 -4.49602 0.448
H 3.42258 -5.81254 -5.26510 0.371
H 2.50644 -9.20671 -2.80188 0.466
H 0.39118 -8.11168 -2.06745 0.474
H -0.56648 -4.85607 0.01462 0.343
H -2.60322 -5.04014 -1.06641 0.181
H -2.92860 -3.57543 -0.22135 -0.036
H -2.48504 -3.43021 -1.95663 0.074
H 1.70518 -4.55277 -0.19582 0.445
H 3.60494 -3.02811 -0.84169 0.500
H 3.18139 -1.15040 -2.44409 0.454
H 0.93733 -0.96667 -3.53450 0.416
H -0.92127 -2.48564 -2.83910 0.213
H -3.37197 -7.96338 -3.23462 0.403
H -1.89785 -8.28575 -4.22134 0.332
```

***

2.
Entry from OMol25: a structure of composition C32H31I2InN4O6S3Te at a distorted geometry (ωB97M-V/def2-TZVPD).

Charge: -2
E_tot, eV: -113110.438
HOMO energy, eV: -1.78
Frontier orbital gap, eV: 5.16

```
80
Properties=species:S:1:pos:R:3:mulliken_charge:R:1
In 0.47416 -0.58369 -0.16374 1.593
I -6.08755 2.09481 4.46074 -0.086
C -4.25450 1.74169 3.47320 -0.612
C -3.46799 2.81766 3.10123 -0.304
C -2.26154 2.57022 2.47238 -0.434
I -1.08633 4.21998 1.91795 -0.076
C -1.76104 1.26240 2.18634 -0.203
O -0.64460 1.01859 1.64252 0.099
C -2.64593 0.19678 2.57440 0.905
C -2.21669 -1.21587 2.28695 -1.232
N -1.95654 -1.44994 0.87409 0.031
C -3.09139 -1.32730 -0.00534 -1.820
C -3.09003 0.02297 -0.69905 0.978
C -4.25647 0.60843 -1.17941 -1.047
C -4.17470 1.83280 -1.82056 -0.511
C -2.93610 2.44219 -1.95591 -1.204
C -1.82352 1.79146 -1.44568 -0.497
N -1.90732 0.60526 -0.84853 1.100
C -3.85027 0.44073 3.20394 -0.233
H -3.78315 3.83285 3.29755 0.452
H -1.27332 -1.41797 2.79736 -0.352
H -2.99212 -1.90061 2.67056 0.313
H -1.46119 -2.32485 0.75226 0.511
H -3.01517 -2.08869 -0.78738 0.572
H -4.04169 -1.45748 0.52944 0.340
H -5.20955 0.10767 -1.05585 0.465
H -5.06956 2.31191 -2.20059 0.409
H -2.83776 3.40473 -2.43969 0.487
H -0.82839 2.21360 -1.50623 0.383
H -4.47662 -0.39676 3.49164 0.405
O 0.71420 -1.86175 1.57302 0.288
C 1.51353 -2.46305 2.41243 -0.400
C 2.13580 -3.68929 2.08930 -0.890
C 2.78356 -4.44410 3.04644 -0.618
C 2.86376 -4.00752 4.36832 -0.768
C 2.32220 -2.77473 4.69334 -0.208
C 1.68513 -1.98451 3.74004 0.233
C 1.13750 -0.67145 4.13221 0.329
N 1.60510 0.51338 3.83819 -0.425
C 0.77279 1.41846 4.44857 -0.542
C -0.21760 0.77381 5.12589 -0.496
N 0.03264 -0.56583 4.93521 0.146
H 2.06287 -4.02118 1.06197 0.541
H 3.22736 -5.39407 2.76695 0.433
H 3.35858 -4.61070 5.12087 0.341
H 2.39777 -2.41101 5.71380 0.404
H 0.93516 2.48023 4.35208 0.438
H -1.05902 1.13065 5.69499 0.457
H -0.52920 -1.33395 5.25398 0.259
O 1.82114 -3.10194 -3.33961 -0.688
S 1.58308 -2.85413 -1.91881 1.180
O 1.95149 -3.98560 -1.09548 -0.775
O 2.19779 -1.56218 -1.48046 -0.771
S -0.43596 -2.50663 -1.66780 -0.464
Te 1.63301 1.75360 0.58568 0.173
C 3.35918 2.06086 -0.63724 0.028
C 3.71983 1.22916 -1.70246 -0.042
C 4.75896 1.58052 -2.55403 -0.758
C 5.47531 2.75410 -2.35200 -0.403
C 5.16544 3.55719 -1.26119 -0.527
C 4.11665 3.21329 -0.41897 -0.571
H 3.18017 0.30385 -1.85574 0.516
H 5.01010 0.93249 -3.38706 0.392
H 6.27113 3.04033 -3.03054 0.334
H 5.74039 4.45765 -1.07152 0.327
H 3.86547 3.85261 0.42220 0.302
O 0.29988 0.69238 -2.91142 -0.720
S 0.56159 -0.58095 -3.66791 0.864
C 1.29798 0.01971 -5.27134 -0.988
C 0.23777 0.03144 -6.37292 -0.569
C -1.10470 0.10177 -5.65241 -0.500
C -1.01043 -0.93233 -4.55105 -0.766
H 2.12122 -0.66565 -5.47667 0.295
H 1.68867 1.01053 -5.04503 0.368
H 0.29422 -0.89220 -6.95525 0.289
H 0.36267 0.87104 -7.06110 0.330
H -1.94886 -0.07000 -6.32571 0.408
H -1.22071 1.08372 -5.18489 0.202
H -0.89163 -1.95237 -4.92955 0.366
H -1.81614 -0.89921 -3.82190 0.217
```

***

3.
Entry from OMol25: an isolated molecule of CHNO3 at a distorted geometry (ωB97M-V/def2-TZVPD).

E_tot, eV: -8678.273
HOMO energy (spin up / spin down), eV: -9.72 / -10.02
Frontier orbital gap (spin up / spin down), eV: 8.49 / 8.51

```
6
Properties=species:S:1:pos:R:3:mulliken_charge:R:1
C -0.67716 0.00935 0.06837 0.061
N 0.00523 1.08229 -0.07928 0.158
O -0.02110 -1.13858 -0.17842 0.001
O 1.19373 1.24425 0.02640 -0.292
O 1.24997 -1.17016 0.13842 -0.258
H -1.75067 -0.02715 0.02450 0.332
```

***

Repeat the third record exactly.
Entry from OMol25: an isolated molecule of CHNO3 at a distorted geometry (ωB97M-V/def2-TZVPD).

E_tot, eV: -8678.273
HOMO energy (spin up / spin down), eV: -9.72 / -10.02
Frontier orbital gap (spin up / spin down), eV: 8.49 / 8.51

```
6
Properties=species:S:1:pos:R:3:mulliken_charge:R:1
C -0.67716 0.00935 0.06837 0.061
N 0.00523 1.08229 -0.07928 0.158
O -0.02110 -1.13858 -0.17842 0.001
O 1.19373 1.24425 0.02640 -0.292
O 1.24997 -1.17016 0.13842 -0.258
H -1.75067 -0.02715 0.02450 0.332
```

***

Which formula does entry 1 have?
C48H50BF3N2O3